# 1
ORCA calculation (the ωB97M-V functional and the def2-TZVPD basis) on a molecular structure, C41H48AsN4PPdS2Si2 at a distorted geometry.

Cartesian coordinates (Å):
Pd 0.486 0.449 0.412
N 3.023 1.078 3.083
C 1.760 0.811 3.590
C 1.526 1.145 4.929
C 0.309 0.843 5.497
C -0.648 0.198 4.724
C -0.334 -0.108 3.421
N 0.841 0.193 2.843
C 3.462 1.404 1.810
C 4.818 1.745 1.677
C 5.279 2.213 0.471
C 4.381 2.347 -0.585
C 3.084 1.942 -0.382
N 2.625 1.443 0.778
H 3.692 1.311 3.798
H 2.299 1.639 5.504
H 0.105 1.092 6.530
H -1.611 -0.076 5.131
H -1.042 -0.624 2.795
H 5.482 1.653 2.528
H 6.317 2.488 0.348
H 4.684 2.763 -1.535
H 2.347 2.042 -1.171
C 0.968 0.116 -6.504
C -0.314 -0.187 -6.067
C -0.634 -0.098 -4.721
C 0.324 0.340 -3.807
C 1.616 0.620 -4.247
C 1.937 0.498 -5.590
P -0.113 0.662 -2.053
C -1.638 -0.353 -2.015
C -2.924 0.157 -2.078
C -4.010 -0.710 -2.128
C -3.822 -2.082 -2.078
C -2.536 -2.600 -2.024
C -1.451 -1.737 -2.011
C -0.548 2.428 -2.065
C -0.847 3.115 -3.219
C -1.071 4.501 -3.188
C -0.950 5.195 -2.016
C -0.616 4.534 -0.812
C -0.457 5.236 0.403
C -0.117 4.576 1.550
C 0.050 3.177 1.543
C -0.085 2.478 0.379
C -0.423 3.122 -0.832
H 1.203 0.058 -7.558
H -1.077 -0.493 -6.770
H -1.635 -0.344 -4.398
H 2.376 0.948 -3.547
H 2.945 0.705 -5.924
H -3.069 1.230 -2.113
H -5.012 -0.306 -2.205
H -4.675 -2.746 -2.109
H -2.382 -3.671 -2.008
H -0.440 -2.144 -2.080
H -0.914 2.594 -4.164
H -1.319 5.018 -4.105
H -1.086 6.269 -2.002
H -0.617 6.306 0.415
H 0.012 5.119 2.477
H 0.259 2.687 2.485
S -2.381 0.979 1.211
C -4.016 0.669 1.316
N -4.952 1.550 0.980
C -6.356 1.230 1.199
C -6.432 -0.234 1.656
S -4.710 -0.827 1.850
H -4.680 2.478 0.691
H -6.915 1.381 0.275
H -6.776 1.898 1.953
H -6.934 -0.878 0.938
H -6.922 -0.333 2.620
C 1.632 -3.943 3.061
Si -0.016 -3.677 2.184
C -1.399 -3.256 3.394
C -0.576 -5.120 1.105
As 0.510 -1.953 0.555
Si 2.724 -2.502 -0.292
C 3.022 -1.319 -1.730
C 4.088 -2.298 1.005
C 2.565 -4.280 -0.907
H 1.490 -4.569 3.944
H 2.068 -2.996 3.386
H 2.348 -4.442 2.406
H -1.892 -4.185 3.687
H -2.162 -2.610 2.956
H -1.019 -2.780 4.297
H -0.599 -6.048 1.678
H 0.082 -5.264 0.247
H -1.586 -4.935 0.733
H 2.515 -0.371 -1.564
H 2.654 -1.739 -2.669
H 4.086 -1.110 -1.852
H 3.846 -1.542 1.754
H 5.010 -1.998 0.506
H 4.280 -3.240 1.521
H 1.718 -4.386 -1.587
H 2.425 -4.975 -0.076
H 3.465 -4.589 -1.443

Properties
E in eV: -160277.566
Total charge: +2
Orbital gap (alpha / beta) in eV: 4.21 / 4.17
Largest force on an atom in eV Å⁻¹: 1.945
E_LUMO (alpha / beta) in eV: -8.024 / -8.062

=====

# 2
ORCA calculation (the ωB97M-V functional and the def2-TZVPD basis) on a molecular structure, C41H48Cl2O5OsSSe at a distorted geometry.

Cartesian coordinates (Å):
Os 1.520 -0.565 -0.640
C -1.119 6.777 -1.161
C -1.686 5.403 -1.518
C -3.123 5.324 -0.987
C -1.700 5.271 -3.048
C -0.854 4.264 -0.928
C -1.249 2.948 -1.130
C -0.463 1.923 -0.639
Se -0.831 0.098 -1.090
C -1.464 -0.945 0.389
C -2.803 -1.319 0.382
C -3.282 -2.237 1.301
C -2.380 -2.649 2.286
C -1.039 -2.291 2.339
C -0.518 -1.530 1.260
O 0.778 -1.438 1.069
C -0.218 -2.752 3.557
C -0.075 -4.280 3.534
C 1.184 -2.138 3.654
C -0.976 -2.336 4.830
C -4.716 -2.754 1.201
C -5.032 -3.784 2.285
C -4.912 -3.422 -0.167
C -5.703 -1.586 1.338
C 0.738 2.139 0.040
O 1.448 1.083 0.454
C 1.135 3.461 0.292
C 0.323 4.476 -0.210
C 2.441 3.756 1.034
C 2.427 3.076 2.413
C 3.620 3.226 0.203
C 2.646 5.255 1.255
H -1.760 7.553 -1.584
H -0.116 6.919 -1.568
H -1.079 6.930 -0.081
H -3.721 6.144 -1.392
H -3.137 5.397 0.102
H -3.606 4.387 -1.267
H -2.276 6.085 -3.494
H -2.147 4.327 -3.363
H -0.685 5.308 -3.446
H -2.155 2.713 -1.675
H -3.461 -0.883 -0.363
H -2.747 -3.297 3.070
H 0.569 -4.586 2.706
H -1.041 -4.776 3.417
H 0.378 -4.633 4.463
H 1.840 -2.466 2.853
H 1.623 -2.440 4.609
H 1.150 -1.049 3.622
H -1.933 -2.848 4.934
H -1.166 -1.261 4.829
H -0.376 -2.577 5.710
H -4.355 -4.640 2.238
H -6.050 -4.156 2.148
H -4.971 -3.350 3.285
H -4.214 -4.254 -0.291
H -4.745 -2.716 -0.983
H -5.928 -3.812 -0.263
H -5.570 -1.081 2.296
H -6.732 -1.947 1.280
H -5.561 -0.849 0.547
H 0.639 5.494 -0.046
H 2.359 1.994 2.323
H 1.579 3.427 3.005
H 3.345 3.321 2.951
H 3.536 2.154 0.037
H 4.560 3.419 0.726
H 3.657 3.717 -0.771
H 1.820 5.701 1.813
H 2.763 5.795 0.313
H 3.557 5.405 1.836
Cl 2.384 -2.489 -1.442
C 3.447 -1.600 -4.053
C 4.034 -2.315 -5.061
C 4.362 -1.598 -6.206
C 4.067 -0.249 -6.282
C 3.434 0.410 -5.238
Cl 3.044 2.082 -5.449
C 3.095 -0.248 -4.044
S 2.226 0.579 -2.786
H 4.241 -3.369 -4.951
H 4.850 -2.095 -7.033
H 4.328 0.318 -7.165
O 3.123 -2.243 -2.825
C 0.825 -2.572 -1.418
C -0.234 -3.498 -1.416
C -0.062 -4.751 -0.906
C 1.022 -5.340 -0.167
C 2.244 -4.819 0.138
C 2.692 -3.604 -0.424
C 4.653 -0.770 0.123
O 4.347 -0.892 1.251
O 5.308 -0.504 -0.813
H 3.174 -1.347 -0.550
H -1.224 -3.158 -1.689
H -0.950 -5.375 -0.907
H 0.734 -6.266 0.321
H 2.871 -5.308 0.870

Properties
E in eV: -157211.263
Orbital gap in eV: 4.72
Largest force on an atom in eV Å⁻¹: 5.394
E_LUMO in eV: -2.520

=====

# 3
ORCA calculation (the ωB97M-V functional and the def2-TZVPD basis) on a molecular structure, C41H49BO2P2Sr at a distorted geometry.

Cartesian coordinates (Å):
Sr 1.579 -0.871 0.439
C -2.089 0.110 4.617
C -2.480 -0.208 3.360
C -2.940 0.846 2.373
C -1.732 1.537 1.719
C -0.764 2.267 2.601
C -0.983 2.863 3.781
C -2.227 2.737 4.610
C -2.353 1.358 5.353
C 2.208 -0.175 2.865
H -1.396 -0.596 5.134
H -2.789 -1.234 3.118
H -3.612 1.593 2.822
H -3.535 0.356 1.583
H -1.166 0.741 1.235
H -2.115 2.188 0.929
H 0.226 2.412 2.149
H -0.227 3.540 4.203
H -3.141 2.926 4.019
H -2.227 3.499 5.408
H -1.672 1.369 6.217
H -3.403 1.315 5.745
H 2.326 -1.086 3.463
H 1.575 0.478 3.519
H 3.199 0.299 2.930
P 0.015 -2.179 -5.148
P 1.935 0.370 -5.472
C -0.638 -0.606 -5.738
C 0.202 0.428 -5.986
C -0.791 -3.363 -6.322
C -1.958 -3.071 -7.050
C -2.537 -4.040 -7.884
C -1.923 -5.288 -8.039
C -0.731 -5.570 -7.365
C -0.160 -4.612 -6.521
C -0.913 -2.372 -3.570
C -0.548 -1.527 -2.503
C -1.307 -1.518 -1.338
C -2.384 -2.403 -1.184
C -2.749 -3.235 -2.246
C -2.007 -3.235 -3.436
C 2.643 1.107 -7.019
C 2.571 0.309 -8.183
C 2.911 0.843 -9.428
C 3.355 2.170 -9.532
C 3.488 2.943 -8.372
C 3.162 2.407 -7.117
C 2.011 1.791 -4.319
C 3.148 1.898 -3.494
C 3.332 3.045 -2.722
C 2.378 4.070 -2.731
C 1.211 3.917 -3.486
C 1.006 2.763 -4.252
H -1.727 -0.523 -5.839
H -0.100 1.320 -6.545
H -2.427 -2.091 -6.977
H -3.467 -3.811 -8.411
H -2.378 -6.040 -8.681
H -0.241 -6.539 -7.495
H 0.776 -4.824 -6.010
H 0.291 -0.828 -2.625
H -1.164 -0.727 -0.579
H -2.950 -2.382 -0.246
H -3.627 -3.875 -2.161
H -2.304 -3.892 -4.256
H 2.215 -0.720 -8.116
H 2.832 0.232 -10.334
H 3.614 2.593 -10.504
H 3.852 3.971 -8.437
H 3.286 3.021 -6.225
H 3.895 1.101 -3.489
H 4.230 3.147 -2.112
H 2.532 4.974 -2.136
H 0.448 4.694 -3.482
H 0.077 2.637 -4.806
C 0.310 -2.057 9.326
C -0.144 -0.830 8.570
C -1.578 -0.505 9.014
O -0.222 -1.262 7.172
B 0.188 -0.208 6.445
O 0.836 0.779 7.098
C 0.836 0.397 8.515
C 0.452 1.645 9.281
C 2.269 0.023 8.900
H -0.385 -2.875 9.090
H 0.289 -1.902 10.412
H 1.323 -2.353 9.038
H -2.197 -1.394 8.841
H -1.622 -0.287 10.090
H -2.017 0.343 8.475
H 0.503 1.489 10.370
H 1.167 2.446 9.034
H -0.560 1.983 9.029
H 2.618 -0.863 8.360
H 2.935 0.866 8.691
H 2.352 -0.178 9.978

Properties
E in eV: -67490.682
Orbital gap (alpha / beta) in eV: 6.45 / 4.71
Largest force on an atom in eV Å⁻¹: 2.169
E_LUMO (alpha / beta) in eV: -0.448 / 0.366

=====

- Which of these has the lowest E?
  C41H48AsN4PPdS2Si2

=====

- largest force on an atom of number 2 (C41H48Cl2O5OsSSe)?
  5.394 eV Å⁻¹